{"formula": "C42H50BrN6O2RuS2Si", "method": "ωB97M-V/def2-TZVPD", "multiplicity": 2, "s_squared": 1.070, "charge": 0, "total_energy_ha": -5864.27606, "largest_force_ev_per_a": 3.678, "de_lowest_kcal_mol": 47.68, "lumo_energy_ev": [-1.692, -1.232], "symbols": ["Ru", "C", "O", "C", "C", "C", "C", "C", "C", "N", "N", "C", "C", "O", "C", "C", "C", "C", "C", "C", "C", "C", "H", "H", "H", "H", "H", "H", "H", "H", "H", "H", "H", "H", "H", "S", "C", "C", "C", "C", "N", "C", "C", "C", "S", "C", "N", "H", "H", "C", "C", "C", "C", "Si", "Br", "C", "C", "C", "C", "C", "C", "C", "C", "H", "H", "H", "H", "H", "H", "H", "H", "H", "H", "H", "H", "H", "H", "H", "H", "H", "H", "H", "H", "H", "H", "H", "H", "H", "H", "H", "C", "C", "C", "C", "N", "N", "C", "H", "H", "H", "H", "H", "H", "H", "H"], "positions_angstrom": [[1.643, -1.389, 0.558], [2.490, -4.902, 1.146], [1.910, -3.919, 0.298], [1.924, -4.149, -1.054], [1.885, -5.431, -1.574], [1.879, -5.639, -2.945], [1.933, -4.555, -3.807], [1.973, -3.272, -3.298], [1.938, -3.033, -1.917], [1.899, -1.737, -1.399], [1.733, -0.804, -2.259], [1.972, 0.489, -2.085], [2.547, 1.072, -0.889], [2.783, 0.414, 0.171], [2.858, 2.465, -0.905], [2.531, 3.254, -1.954], [1.890, 2.736, -3.121], [1.530, 3.575, -4.190], [0.938, 3.065, -5.318], [0.694, 1.689, -5.407], [1.035, 0.851, -4.372], [1.629, 1.352, -3.201], [3.331, -5.393, 0.656], [1.746, -5.647, 1.439], [2.849, -4.375, 2.027], [1.842, -6.276, -0.901], [1.845, -6.650, -3.330], [1.939, -4.708, -4.878], [2.018, -2.414, -3.951], [3.333, 2.870, -0.020], [2.757, 4.314, -1.918], [1.732, 4.637, -4.110], [0.672, 3.716, -6.140], [0.229, 1.286, -6.298], [0.843, -0.210, -4.444], [1.708, -1.084, 2.918], [3.387, -0.811, 3.248], [3.732, -0.261, 4.487], [5.042, 0.051, 4.798], [5.369, 0.602, 6.074], [5.635, 1.037, 7.105], [6.057, -0.176, 3.841], [5.728, -0.749, 2.628], [4.409, -1.110, 2.320], [4.130, -1.972, 0.856], [7.415, 0.175, 4.109], [8.515, 0.451, 4.298], [2.948, -0.066, 5.208], [6.503, -0.938, 1.897], [-1.532, 3.781, -1.726], [-2.539, 2.655, -1.448], [-2.236, 1.542, -2.462], [-3.956, 3.198, -1.695], [-2.372, 2.046, 0.378], [-0.390, 0.845, 0.353], [-3.717, 0.765, 0.930], [-3.204, -0.137, 2.065], [-4.985, 1.493, 1.398], [-4.094, -0.162, -0.234], [-2.027, 3.434, 1.675], [-2.079, 2.852, 3.096], [-3.077, 4.549, 1.550], [-0.629, 4.047, 1.499], [-1.592, 4.066, -2.781], [-0.508, 3.450, -1.533], [-1.736, 4.672, -1.131], [-2.355, 1.944, -3.473], [-2.899, 0.684, -2.365], [-1.207, 1.195, -2.368], [-4.028, 3.596, -2.712], [-4.204, 4.006, -1.003], [-4.714, 2.420, -1.593], [-3.021, 0.417, 2.985], [-2.282, -0.647, 1.783], [-3.958, -0.902, 2.279], [-4.796, 2.118, 2.271], [-5.752, 0.763, 1.676], [-5.400, 2.124, 0.608], [-3.212, -0.675, -0.621], [-4.581, 0.375, -1.048], [-4.794, -0.923, 0.125], [-3.074, 2.491, 3.357], [-1.814, 3.632, 3.815], [-1.364, 2.034, 3.212], [-4.095, 4.161, 1.631], [-2.985, 5.077, 0.599], [-2.935, 5.282, 2.349], [0.153, 3.300, 1.640], [-0.488, 4.826, 2.254], [-0.488, 4.502, 0.520], [-2.070, -4.973, 2.623], [-1.617, -4.034, 1.559], [-2.011, -3.879, 0.249], [-1.188, -2.872, -0.293], [-0.342, -2.447, 0.641], [-0.614, -3.159, 1.749], [-1.251, -2.330, -1.680], [-2.966, -5.497, 2.299], [-2.288, -4.446, 3.552], [-1.298, -5.716, 2.829], [-2.802, -4.404, -0.260], [-0.087, -2.975, 2.590], [-2.274, -2.044, -1.922], [-0.940, -3.091, -2.398], [-0.614, -1.459, -1.792]]}